No. 1
# C37H26N7O4S2Zr

A molecular structure, C37H26N7O4S2Zr (ωB97M-V/def2-TZVPD, the OMol25 dataset).

Properties
- E: -80363.9864 eV
- Energy relative to the best compared isomer or geometry (same formula, charge and spin): 8.3 kcal per mole

The geometry in ORCA input format:
```
! wB97M-V def2-TZVPD RIJCOSX def2/J DEFGRID3
* xyz 1 1
Zr 0.2650 -0.5990 0.0091
O 0.9384 3.2589 1.6273
C 0.7582 2.0748 1.4254
N 0.9293 1.3886 0.2440
C 1.7062 1.9700 -0.8015
C 2.0194 3.3167 -0.9453
C 2.8567 3.7217 -1.9767
C 3.3846 2.7948 -2.8572
C 3.0540 1.4503 -2.7464
C 2.1922 1.0363 -1.7353
N 1.6766 -0.2731 -1.5590
C 1.8904 -1.2604 -2.4743
O 2.6190 -1.2388 -3.4503
C 1.0492 -2.5070 -2.2509
C 1.3892 -3.6701 -2.9198
C 0.5682 -4.7735 -2.7784
C -0.5775 -4.6659 -2.0014
C -0.8295 -3.4736 -1.3549
N -0.0150 -2.4133 -1.4519
C 0.3462 1.1974 2.5881
C 0.3717 1.7199 3.8694
C 0.0648 0.8912 4.9334
C -0.2590 -0.4315 4.6727
C -0.2783 -0.8705 3.3621
N 0.0084 -0.0691 2.3283
H 1.6290 4.0387 -0.2503
H 3.1033 4.7697 -2.0748
H 4.0563 3.1105 -3.6433
H 3.4536 0.7297 -3.4383
H 2.2723 -3.6702 -3.5398
H 0.8044 -5.7035 -3.2761
H -1.2611 -5.4940 -1.8880
H -1.7138 -3.3570 -0.7376
H 0.6481 2.7569 3.9939
H 0.0897 1.2642 5.9477
H -0.4833 -1.1268 5.4683
H -0.5189 -1.8995 3.1303
N -4.1669 0.2763 0.0626
C -4.5008 0.2272 1.4433
C -5.4192 1.1064 1.9896
C -5.6822 1.0426 3.3505
C -5.0093 0.1416 4.1623
C -4.0679 -0.7202 3.6174
C -3.8394 -0.6893 2.2517
S -2.7701 -1.7901 1.3870
N -2.0558 -0.6524 0.3056
C -2.8861 0.1179 -0.3352
C -2.3713 0.8373 -1.5265
C -3.1125 1.7684 -2.2257
C -2.5683 2.3219 -3.3801
C -1.3148 1.9121 -3.7797
C -0.6233 0.9936 -2.9937
N -1.1284 0.4707 -1.8820
H -4.7647 0.8516 -0.5139
H -5.9269 1.8292 1.3650
H -6.4125 1.7132 3.7791
H -5.2177 0.1089 5.2210
H -3.5340 -1.4263 4.2372
H -4.0918 2.0835 -1.8945
H -3.1232 3.0544 -3.9484
H -0.8518 2.2984 -4.6750
H 0.3695 0.6800 -3.2777
O 1.0292 -6.8521 5.5805
C 0.2474 -6.3925 4.5849
O -0.8657 -6.8190 4.4517
C 0.7946 -5.3055 3.7089
C 2.0710 -4.7600 3.8179
C 2.4872 -3.7444 2.9744
C 1.6379 -3.2461 1.9847
S 2.2140 -1.9512 0.9381
C 0.3685 -3.8148 1.8692
C -0.0528 -4.8190 2.7174
H 1.8925 -6.4142 5.5909
H 2.7767 -5.1052 4.5643
H 3.4774 -3.3235 3.0802
H -0.3122 -3.4632 1.0989
H -1.0398 -5.2524 2.6285
*
```

The molecule's Mulliken atomic charges, reported in e, are given here: Zr 0.21; O -0.70; C 0.32; N 0.41; C 0.50; C -0.87; C -0.72; C -0.69; C -0.92; C -0.27; N 0.76; C 0.19; O -0.68; C 0.62; C -0.85; C -0.51; C -1.10; C -0.25; N 0.77; C 0.37; C -0.71; C -0.56; C -1.15; C -0.46; N 0.45; H 0.56; H 0.43; H 0.43; H 0.53; H 0.57; H 0.46; H 0.51; H 0.59; H 0.58; H 0.47; H 0.58; H 0.67; N -0.23; C 0.18; C -0.77; C -0.68; C -0.76; C -0.59; C 0.70; S -0.20; N 0.20; C 0.97; C 0.84; C -1.23; C -0.69; C -1.24; C 0.06; N 0.61; H 0.31; H 0.38; H 0.40; H 0.42; H 0.46; H 0.38; H 0.46; H 0.51; H 0.48; O -0.48; C 0.74; O -0.55; C 0.73; C -0.87; C -1.36; C 0.83; S -0.53; C -0.37; C -0.46; H 0.27; H 0.23; H 0.49; H 0.32; H 0.52

***

No. 2
# C37H27N6O6RhS2

A molecular structure, C37H27N6O6RhS2 (ωB97M-V/def2-TZVPD, the OMol25 dataset).

Properties
- E: -84715.7517 eV
- Energy relative to the best compared isomer or geometry (same formula, charge and spin): 24.4 kcal per mole

The geometry in ORCA input format:
```
! wB97M-V def2-TZVPD RIJCOSX def2/J DEFGRID3
* xyz 0 1
Rh -0.9007 -0.3023 -0.7200
O 0.0952 -5.8565 3.2439
C 0.8764 -5.5111 2.3451
O 1.9776 -5.9432 1.9721
C 0.3839 -4.2825 1.5285
C -0.8234 -3.6611 1.8407
C -1.1980 -2.5433 1.1269
N -0.3755 -2.0193 0.2106
C 0.6340 -2.7408 -0.2763
C 1.0729 -3.8669 0.3966
C 0.9803 -2.3411 -1.6519
C 1.9665 -2.9645 -2.3969
C 2.1266 -2.6158 -3.7247
C 1.2940 -1.6515 -4.2678
C 0.3337 -1.0609 -3.4670
N 0.1604 -1.4046 -2.1899
C -2.5579 -1.9763 1.0362
C -3.5707 -2.2357 1.9407
C -4.8417 -1.7490 1.6763
C -5.0614 -1.0213 0.5199
C -3.9937 -0.7787 -0.3291
N -2.7737 -1.2498 -0.0869
H -1.4395 -4.1227 2.6017
H 1.9099 -4.4713 0.0714
H 2.5969 -3.7090 -1.9324
H 2.8988 -3.0837 -4.3207
H 1.3836 -1.3435 -5.2997
H -0.3173 -0.2814 -3.8378
H -3.3601 -2.8099 2.8320
H -5.6506 -1.9373 2.3696
H -6.0368 -0.6250 0.2777
H -4.1042 -0.1702 -1.2164
C -0.7825 4.9084 0.5921
C -0.6670 4.4004 -0.8042
C 0.0809 4.9689 -1.8032
C 0.0740 4.3555 -3.0619
N -0.5527 3.2036 -3.2924
C -1.2022 2.6358 -2.2871
S -1.9198 1.0742 -2.4004
N -1.3288 3.2710 -1.1002
C 0.8216 4.9490 -4.2109
H -0.4858 5.9521 0.6537
H -0.1237 4.3186 1.2346
H -1.8013 4.7937 0.9629
H 0.6375 5.8769 -1.6251
H -1.9860 2.8291 -0.4250
H 0.9616 6.0216 -4.0921
H 0.2994 4.7362 -5.1409
H 1.8062 4.4793 -4.2688
O 6.5202 -2.8995 -0.1090
C 5.9846 -2.3082 -1.1941
O 6.4806 -2.4785 -2.2737
C 4.7722 -1.4517 -0.9886
C 4.4263 -0.5895 -2.0259
C 3.2830 0.1818 -1.9415
C 2.4629 0.1114 -0.8138
S 0.9924 1.0883 -0.7610
C 2.8339 -0.7160 0.2454
C 3.9725 -1.5015 0.1498
H 6.0521 -2.6413 0.6933
H 5.0570 -0.5610 -2.9045
H 2.9969 0.8315 -2.7591
H 2.2064 -0.7594 1.1254
H 4.1898 -2.1790 0.9694
O -3.1234 2.1124 0.5833
C -2.3666 1.5489 1.3748
N -1.3457 0.7061 1.0548
C -0.6221 0.4107 2.2258
O 0.3653 -0.2744 2.3048
C -1.3199 1.0697 3.3748
C -1.0443 1.0653 4.7249
C -1.9137 1.7785 5.5481
C -3.0047 2.4663 5.0224
C -3.2659 2.4656 3.6534
C -2.4014 1.7481 2.8546
H -0.1932 0.5276 5.1210
H -1.7416 1.7995 6.6162
H -3.6600 3.0077 5.6922
H -4.1105 2.9960 3.2334
*
```

The molecule's Mulliken atomic charges, reported in e, are given here: Rh -0.07; O -0.73; C 0.34; O -0.71; C -0.75; C -0.93; C 0.16; N 1.09; C -0.32; C -0.35; C 0.83; C -0.58; C -0.67; C -0.86; C -0.16; N 0.13; C 0.99; C -0.75; C -0.59; C -0.82; C -0.18; N 0.01; H 0.58; H 0.72; H 0.44; H 0.49; H 0.45; H 0.37; H 0.45; H 0.46; H 0.45; H 0.45; C -1.42; C 1.24; C -1.07; C 0.80; N -0.51; C 0.45; S -0.49; N 0.27; C -1.26; H 0.46; H 0.27; H 0.32; H 0.41; H -0.10; H 0.39; H 0.37; H 0.26; O -0.49; C 0.56; O -0.58; C 1.43; C -0.93; C -0.44; C -0.09; S 0.02; C -0.59; C -1.30; H 0.33; H 0.46; H 0.57; H 0.65; H 0.10; O -0.87; C -0.11; N 1.85; C -0.60; O -0.52; C -0.04; C -0.31; C -0.55; C -0.62; C -0.57; C 0.31; H 0.55; H 0.43; H 0.45; H 0.54

***

No. 3
# C37H28BrCsIN5O3STe

A molecular structure, C37H28BrCsIN5O3STe (ωB97M-V/def2-TZVPD, the OMol25 dataset).

Properties
- E: -149236.6226 eV
- Energy relative to the best compared isomer or geometry (same formula, charge and spin): 25.6 kcal per mole

The geometry in ORCA input format:
```
! wB97M-V def2-TZVPD RIJCOSX def2/J DEFGRID3
* xyz -2 1
Cs -0.5355 -0.3101 1.1665
O -0.6061 -2.0612 -0.6011
C -0.9863 -1.3858 -1.6195
N -0.2073 -0.9385 -2.5492
C -0.7594 -0.1910 -3.6193
C -1.3806 -0.8521 -4.6648
C -1.9209 -0.1677 -5.7537
C -1.8106 1.2112 -5.7868
C -1.1700 1.8962 -4.7538
C -0.6347 1.2244 -3.6429
N -0.0456 1.8151 -2.5307
C 0.3023 3.0770 -2.5290
O 0.2358 3.9962 -3.3881
C 0.9779 3.5184 -1.2124
C 1.6474 4.7400 -1.1596
C 2.2486 5.1228 0.0266
C 2.1575 4.2984 1.1397
C 1.4639 3.1063 0.9963
N 0.9017 2.7226 -0.1473
C -2.4818 -1.0819 -1.6049
C -3.3819 -2.1454 -1.5276
C -4.7338 -1.8773 -1.4774
C -5.1475 -0.5509 -1.4779
C -4.1800 0.4363 -1.5189
N -2.8686 0.1943 -1.5863
H -1.4368 -1.9354 -4.6118
H -2.4095 -0.7121 -6.5540
H -2.2174 1.7771 -6.6192
H -1.0641 2.9691 -4.7688
H 1.6622 5.3372 -2.0604
H 2.7845 6.0647 0.0876
H 2.5997 4.5619 2.0919
H 1.3518 2.4121 1.8258
H -2.9905 -3.1531 -1.5002
H -5.4563 -2.6840 -1.4251
H -6.1947 -0.2795 -1.4331
H -4.4588 1.4848 -1.4982
O -1.4038 0.9547 3.1972
N -0.6854 1.8941 3.7481
C -0.9742 3.1823 3.4147
C -0.2407 4.2336 3.8843
C 0.8416 3.9615 4.7233
C 1.1179 2.6625 5.0598
C 0.3471 1.5683 4.6054
S 0.6581 -0.0561 5.0743
H -1.8035 3.2484 2.7280
H -0.4944 5.2327 3.5600
H 1.4689 4.7609 5.0979
H 1.9455 2.4120 5.7086
C 2.9912 -2.0643 -0.8081
Te 2.1921 -0.1237 -1.1357
C 3.8934 0.4065 0.1224
C 4.9319 -0.6522 -0.1569
C 6.2989 -0.4541 0.0020
C 7.2102 -1.4598 -0.2960
C 6.7550 -2.6910 -0.7479
C 5.3898 -2.9010 -0.9020
C 4.4763 -1.8933 -0.6189
H 2.7452 -2.7098 -1.6488
H 2.5044 -2.4687 0.0804
H 3.5914 0.3949 1.1718
H 4.2423 1.4088 -0.1228
H 6.6502 0.5114 0.3498
H 8.2733 -1.2809 -0.1865
H 7.4542 -3.4822 -0.9906
H 5.0206 -3.8534 -1.2663
Br -4.1316 -4.0123 5.8540
C -3.8752 -4.2192 3.9766
C -4.7493 -5.0912 3.3383
C -4.6393 -5.3056 1.9747
C -3.6494 -4.6418 1.2621
C -2.7853 -3.7748 1.9096
C -2.8809 -3.5453 3.2867
I -1.5501 -2.1475 4.1097
H -5.5113 -5.5937 3.9185
H -5.3218 -5.9847 1.4804
H -3.5428 -4.7916 0.1957
H -2.0152 -3.2746 1.3334
*
```

The molecule's Mulliken atomic charges, reported in e, are given here: Cs 1.02; O -0.93; C -0.19; N -0.39; C 0.09; C 0.15; C -0.72; C -0.58; C -0.92; C -0.12; N 0.29; C 0.04; O -0.88; C 0.42; C -0.37; C -0.45; C -0.90; C -0.43; N 0.16; C 1.06; C -0.75; C -0.36; C -0.49; C -0.59; N -0.18; H 0.44; H 0.33; H 0.35; H 0.41; H 0.44; H 0.37; H 0.48; H 0.50; H 0.59; H 0.40; H 0.39; H 0.42; O -0.72; N 0.48; C -0.12; C -0.77; C -0.17; C -0.66; C 0.10; S -0.49; H 0.44; H 0.37; H 0.40; H 0.36; C -1.19; Te 0.02; C -1.25; C 0.66; C -0.66; C -0.51; C -0.50; C -0.69; C 0.63; H 0.53; H 0.40; H 0.40; H 0.51; H 0.40; H 0.36; H 0.36; H 0.41; Br -0.23; C 0.37; C -0.44; C -0.60; C -0.65; C -0.22; C -0.23; I 0.26; H 0.36; H 0.35; H 0.38; H 0.50